Entry from the OMol25 dataset: a structure of composition C42H51N5Ti (wB97M-V/def2-TZVPD).

Computed properties:
HOMO energy (spin up / spin down) = -9.43 / -9.32 eV
Total charge = +1
Spin multiplicity = 2

Geometry (Å):
Ti  -0.304  -0.082  0.148
C  3.037  2.527  4.822
C  1.987  1.452  5.120
C  1.697  0.584  3.936
C  2.196  -0.646  3.647
C  3.177  -1.473  4.420
C  4.609  -1.323  3.900
C  1.660  -1.022  2.355
C  1.937  -2.198  1.676
C  1.497  -2.565  0.409
C  1.812  -3.794  -0.260
C  2.716  -4.855  0.288
C  4.199  -4.546  0.061
C  1.181  -3.764  -1.474
C  0.480  -2.515  -1.555
C  -0.288  -2.090  -2.634
C  -0.958  -0.887  -2.769
N  -1.015  0.078  -1.802
C  -1.712  1.128  -2.334
C  -1.961  2.319  -1.669
C  -1.526  2.687  -0.399
N  -0.751  1.902  0.428
C  -0.553  2.615  1.590
C  0.184  2.172  2.684
C  0.856  0.968  2.818
N  0.846  -0.030  1.882
C  -1.213  3.886  1.486
C  -1.810  3.933  0.256
C  -2.571  5.065  -0.362
C  -1.720  5.902  -1.320
C  -1.175  4.955  2.534
C  0.124  5.765  2.510
C  -2.128  0.809  -3.686
C  -1.664  -0.439  -3.953
C  -1.750  -1.225  -5.224
C  -0.482  -1.106  -6.073
C  -2.859  1.747  -4.596
C  -1.943  2.804  -5.218
N  0.691  -1.792  -0.401
C  1.228  -4.787  -2.567
C  2.211  -4.423  -3.683
H  3.223  3.151  5.696
H  2.718  3.176  4.004
H  3.982  2.069  4.524
H  1.065  1.920  5.474
H  2.332  0.825  5.945
H  2.879  -2.524  4.381
H  3.135  -1.197  5.474
H  4.680  -1.614  2.850
H  5.304  -1.941  4.469
H  4.941  -0.286  3.973
H  2.586  -2.905  2.178
H  2.466  -5.815  -0.166
H  2.529  -4.980  1.358
H  4.422  -4.466  -1.004
H  4.833  -5.327  0.481
H  4.478  -3.598  0.525
H  -0.341  -2.770  -3.475
H  -2.546  3.056  -2.205
H  0.264  2.861  3.515
H  -2.967  5.705  0.429
H  -3.446  4.675  -0.889
H  -0.861  6.332  -0.802
H  -2.300  6.719  -1.749
H  -1.333  5.294  -2.141
H  -1.314  4.506  3.521
H  -2.025  5.624  2.395
H  0.993  5.128  2.680
H  0.116  6.539  3.278
H  0.260  6.251  1.542
H  -2.615  -0.892  -5.800
H  -1.942  -2.276  -4.991
H  -0.298  -0.068  -6.352
H  -0.562  -1.693  -6.988
H  0.395  -1.455  -5.523
H  -3.673  2.234  -4.052
H  -3.341  1.171  -5.388
H  -1.451  3.405  -4.450
H  -2.501  3.479  -5.868
H  -1.159  2.333  -5.813
H  0.227  -4.920  -2.986
H  1.499  -5.755  -2.143
H  1.944  -3.474  -4.151
H  2.224  -5.190  -4.459
H  3.224  -4.320  -3.293
C  -5.496  -2.641  2.704
C  -4.260  -2.041  2.099
C  -3.006  -2.602  2.301
C  -1.894  -2.015  1.730
N  -1.978  -0.919  0.970
C  -3.184  -0.372  0.761
C  -4.333  -0.896  1.310
H  -5.268  -3.532  3.285
H  -6.210  -2.911  1.924
H  -5.989  -1.920  3.358
H  -2.879  -3.491  2.904
H  -0.904  -2.424  1.884
H  -3.215  0.510  0.134
H  -5.280  -0.410  1.111

Atomic forces in eV per Å
0.6225 0.3147 -0.3130
0.0440 0.0165 -0.0529
-0.0215 -0.0341 0.0586
-0.0393 0.1999 0.0210
0.1029 -0.1959 -0.0606
-0.0610 -0.0005 0.0487
0.0379 0.0401 -0.0427
-0.0252 0.0629 -0.0503
0.0359 -0.1007 -0.0030
-0.0900 0.2156 -0.0503
0.1211 -0.1186 0.0267
-0.0611 -0.0482 0.0243
0.0405 0.0652 -0.0322
0.0499 -0.1118 -0.1202
-0.0340 0.2065 0.1431
0.0320 -0.1389 -0.0500
0.0015 0.1037 0.0797
-0.0399 -0.0008 -0.1241
0.0292 -0.0322 0.0437
-0.0495 0.0729 -0.0092
0.1189 -0.1466 0.0449
0.1294 -0.0917 -0.0098
-0.0005 -0.1565 -0.1375
-0.0279 0.0915 0.0700
-0.0019 -0.0580 -0.0609
0.0543 0.0261 0.1212
0.0519 0.1414 0.0773
-0.0517 0.1281 -0.0704
-0.0658 -0.0210 0.0481
0.0702 -0.0073 -0.0159
-0.0731 -0.0107 0.0204
0.0568 -0.0004 -0.0408
-0.0437 0.1893 0.0324
0.1094 -0.2016 -0.0762
-0.0665 0.0020 0.0194
0.0578 0.0334 -0.0061
-0.0584 -0.0346 -0.0149
0.0733 0.0102 -0.0017
0.0318 0.0202 -0.0737
-0.0429 -0.0565 0.0278
0.0444 0.0623 -0.0122
-0.0227 -0.0292 0.0033
-0.0075 -0.0226 0.0182
-0.0216 0.0076 0.0103
-0.0033 0.0191 -0.0484
0.0251 -0.0015 -0.0130
0.0062 -0.0041 -0.0220
0.0208 0.0472 -0.0018
-0.0140 0.0026 0.0229
-0.0337 -0.0008 0.0129
-0.0136 -0.0175 0.0089
-0.0213 0.0094 0.0016
0.0135 0.0110 -0.0396
0.0041 0.0191 0.0072
-0.0233 -0.0075 0.0189
-0.0375 -0.0027 0.0002
-0.0168 -0.0206 -0.0073
-0.0114 0.0155 0.0189
-0.0028 -0.0071 0.0193
-0.0153 -0.0104 -0.0130
0.0243 0.0143 0.0080
0.0166 -0.0079 -0.0213
-0.0254 -0.0093 -0.0006
-0.0103 -0.0187 0.0192
-0.0159 -0.0017 0.0265
0.0297 -0.0090 -0.0005
0.0097 0.0118 -0.0201
-0.0305 -0.0004 -0.0052
-0.0191 -0.0174 -0.0049
-0.0145 -0.0093 0.0193
0.0174 0.0456 -0.0148
0.0227 -0.0050 0.0074
-0.0163 -0.0173 0.0041
-0.0276 -0.0004 0.0181
-0.0273 0.0054 -0.0038
0.0352 0.0154 0.0305
0.0247 -0.0041 -0.0129
-0.0211 -0.0223 -0.0033
-0.0185 -0.0300 0.0147
-0.0215 0.0076 0.0111
0.0016 0.0255 -0.0121
0.0295 0.0143 0.0137
-0.0014 -0.0194 0.0197
-0.0190 -0.0022 0.0282
-0.0254 -0.0116 0.0081
0.0271 0.0272 -0.0222
-0.2192 -0.1231 0.1191
0.1778 0.0070 -0.0470
-0.1246 -0.1577 0.1954
-0.5585 -0.2425 0.2467
-0.2505 -0.0510 0.0236
0.0816 0.1116 -0.0884
0.0180 0.0135 -0.0119
0.0141 0.0114 0.0002
0.0125 0.0024 -0.0133
-0.0431 0.0127 -0.0051
0.0422 0.0036 -0.0021
0.0223 0.0282 -0.0305
-0.0037 -0.0403 0.0300

Entry from the OMol25 dataset: a structure of composition C42H51NOP2PdSSe at a distorted geometry (wB97M-V/def2-TZVPD).

Computed properties:
HOMO energy = -6.73 eV
Spin multiplicity = 1

Geometry (Å):
Pd  -0.807  0.225  0.065
C  -0.841  2.579  -3.116
C  -1.560  1.274  -3.455
C  -1.395  0.974  -4.951
P  -1.061  -0.051  -2.265
C  0.269  -1.026  -3.097
C  0.716  -2.160  -2.167
C  1.470  -0.153  -3.476
C  -2.443  -1.220  -2.244
C  -3.343  -1.414  -3.288
C  -4.364  -2.346  -3.189
C  -4.483  -3.074  -2.010
C  -3.600  -2.887  -0.961
C  -2.543  -1.964  -1.061
N  -1.658  -1.693  -0.028
C  -1.419  -2.611  0.988
C  -1.432  -4.007  0.814
C  -1.164  -4.855  1.874
C  -0.878  -4.360  3.144
C  -0.833  -2.987  3.322
C  -1.090  -2.125  2.259
P  -0.992  -0.334  2.292
C  0.325  0.210  3.450
C  1.589  -0.621  3.186
C  0.032  0.295  4.944
C  -2.635  0.247  2.905
C  -3.101  -0.372  4.229
C  -3.698  -0.050  1.843
H  -1.274  3.408  -3.681
H  0.221  2.511  -3.371
H  -0.909  2.811  -2.060
H  -2.625  1.395  -3.236
H  -0.356  1.072  -5.257
H  -1.967  1.705  -5.527
H  -1.733  -0.019  -5.246
H  -0.191  -1.457  -3.991
H  0.989  -1.773  -1.184
H  1.589  -2.663  -2.591
H  -0.073  -2.900  -2.022
H  1.740  0.518  -2.660
H  1.284  0.463  -4.352
H  2.336  -0.784  -3.693
H  -3.261  -0.824  -4.190
H  -5.063  -2.487  -4.003
H  -5.289  -3.790  -1.898
H  -3.741  -3.433  -0.038
H  -1.631  -4.414  -0.169
H  -1.167  -5.926  1.705
H  -0.681  -5.030  3.970
H  -0.603  -2.583  4.300
H  0.506  1.228  3.087
H  1.489  -1.631  3.585
H  2.450  -0.153  3.668
H  1.792  -0.694  2.119
H  -0.314  -0.649  5.365
H  -0.702  1.065  5.172
H  0.959  0.563  5.460
H  -2.515  1.330  3.008
H  -3.061  -1.463  4.185
H  -4.142  -0.089  4.406
H  -2.527  -0.044  5.087
H  -3.847  -1.130  1.742
H  -3.428  0.334  0.862
H  -4.649  0.395  2.146
Se  -0.451  2.594  0.767
C  -1.950  3.611  0.129
C  -3.264  3.287  0.459
C  -4.325  4.055  -0.006
C  -4.086  5.175  -0.794
C  -2.779  5.520  -1.108
C  -1.720  4.741  -0.654
H  -3.457  2.429  1.087
H  -5.341  3.781  0.253
H  -4.912  5.775  -1.156
H  -2.580  6.395  -1.715
H  -0.701  5.004  -0.911
O  1.966  0.440  0.214
S  3.146  0.875  -0.601
C  4.108  -0.602  -0.914
C  5.064  -0.599  -1.920
C  5.790  -1.755  -2.166
C  5.543  -2.902  -1.421
C  4.562  -2.899  -0.436
C  3.835  -1.744  -0.179
C  4.275  1.694  0.521
C  3.937  1.763  1.858
C  4.787  2.428  2.734
C  5.949  3.022  2.262
C  6.263  2.966  0.908
C  5.419  2.308  0.027
H  5.233  0.293  -2.514
H  6.541  -1.764  -2.945
H  6.111  -3.802  -1.615
H  4.359  -3.798  0.131
H  3.052  -1.725  0.568
H  3.009  1.318  2.189
H  4.536  2.489  3.786
H  6.605  3.545  2.946
H  7.160  3.445  0.539
H  5.647  2.281  -1.033

Atomic forces in eV per Å
-0.7926 -0.6401 0.4309
0.0750 -0.0103 -0.1136
0.1147 0.0127 -0.0894
-0.1764 -0.0820 0.0272
-0.0409 0.4843 -0.1118
0.2483 0.0065 0.2349
-0.0647 -0.0571 -0.0751
-0.0540 -0.0343 0.0422
0.0173 0.0829 -0.2363
0.0085 -0.0339 0.0452
0.0313 0.0154 0.0601
0.0467 0.0136 0.0264
-0.0636 -0.0132 0.0016
-0.0260 -0.1888 0.4120
0.2883 -0.2168 -0.2174
-0.0874 -0.1172 -0.3455
-0.0040 0.0030 0.0064
-0.0058 0.0325 -0.0315
-0.0200 0.0533 -0.0565
-0.1174 -0.0308 0.0003
0.2347 -0.0374 0.1269
-0.3205 0.8128 -0.0540
0.3071 -0.0751 -0.1071
-0.1199 -0.1178 0.0030
-0.0238 0.0516 0.0067
-0.1192 -0.1699 0.2023
0.0063 0.0259 -0.0867
-0.0234 -0.0683 -0.0130
0.0251 -0.0224 -0.0120
-0.0375 0.0166 -0.0123
0.0001 0.0019 0.0896
-0.0358 0.0492 0.0326
0.0220 0.0106 -0.0111
0.0056 -0.0109 0.0083
0.0060 0.0199 0.0116
0.0552 0.0075 -0.0675
0.0558 0.0335 0.0002
-0.0393 -0.0148 -0.0186
0.0042 0.0310 0.0105
-0.0347 -0.0326 -0.0325
-0.0102 0.0379 -0.0263
-0.0125 0.0009 0.0036
0.0034 0.0130 0.0189
0.0071 0.0021 0.0195
0.0067 0.0182 0.0144
-0.0188 -0.0241 -0.0432
-0.0073 -0.0368 0.0165
-0.0065 0.0158 -0.0060
0.0125 -0.0023 -0.0068
0.0300 0.0151 -0.0144
0.0310 0.0393 0.0083
-0.0021 0.0222 0.0410
-0.0307 -0.0200 0.0430
0.0192 0.0210 0.0127
0.0151 -0.0158 -0.0025
-0.0360 -0.0019 0.0054
-0.0258 0.0049 0.0054
0.0081 0.0203 0.0009
-0.0220 0.0283 -0.0259
0.0151 -0.0162 -0.0114
0.0760 0.0183 0.0693
0.0014 0.0459 0.0185
0.0158 0.0145 -0.0790
0.0124 -0.0246 0.0055
0.3053 -0.0490 -0.1513
-0.0460 -0.0454 -0.0265
-0.0443 0.0586 -0.0758
0.0675 -0.0141 -0.0016
0.0163 -0.0321 0.0119
0.0700 -0.0596 0.0598
-0.1104 0.0953 0.0357
-0.0119 0.0129 -0.0063
0.0211 -0.0024 0.0046
0.0075 -0.0056 0.0075
0.0049 -0.0166 0.0078
-0.0036 0.0053 -0.0108
0.5886 0.0306 -0.2223
-0.4273 0.0720 0.1002
0.0582 -0.0621 0.0287
-0.0160 -0.0108 0.0038
-0.0104 -0.0138 0.0286
-0.0348 0.0371 0.0173
0.0003 0.0565 -0.0231
0.0756 -0.0732 -0.0214
0.0677 0.0536 0.0424
0.0585 0.0777 0.0510
-0.0174 0.0053 -0.0201
-0.0061 -0.0179 -0.0276
-0.0295 -0.0153 0.0098
-0.0104 -0.0289 0.0433
-0.0124 -0.0247 0.0170
-0.0007 0.0007 0.0023
-0.0138 -0.0064 -0.0100
0.0060 0.0055 -0.0063
0.0118 0.0147 -0.0091
0.0249 0.0067 -0.0121
-0.0033 0.0036 -0.0230
-0.0066 -0.0144 -0.0112
-0.0083 -0.0021 -0.0003
0.0015 -0.0086 0.0325